12 unconnected molecules or ions with the total composition C44H92N4O12 at a distorted geometry. Source: OMol25; level of theory: wB97M-V/def2-TZVPD.

Computed properties:
SMILES string = CN(C)C=O.CN(C)C=O.CN(C)C=O.CN(C)C=O.C1CCOC1.C1CCOC1.C1CCOC1.C1CCOC1.C1CCOC1.C1CCOC1.C1CCOC1.C1CCOC1
Total energy = -77643.878 eV
2S+1 = 1
ΔE to the lowest compared entry with this formula, charge and spin = 101.0 kcal/mol
LUMO level = 0.2 eV

Last column: Löwdin charge in e.
Geometry (Å):
C (1.221, -0.173, -0.738)  -0.026
N (-0.107, 0.066, -0.168)  -0.141
C (-0.269, 1.402, 0.401)  -0.041
C (-1.077, -0.862, -0.090)  -0.309
O (-2.137, -0.704, 0.489)  -0.008
H (1.237, -1.173, -1.170)  0.078
H (2.011, 0.001, -0.008)  0.079
H (1.356, 0.545, -1.548)  0.068
H (0.405, 1.634, 1.226)  0.079
H (-0.176, 2.237, -0.294)  0.078
H (-1.233, 1.467, 0.905)  0.055
H (-0.762, -1.782, -0.607)  0.135
C (4.878, 0.299, 0.937)  -0.041
N (6.106, -0.474, 0.885)  -0.193
C (6.940, -0.471, 2.052)  -0.056
C (6.387, -1.322, -0.131)  -0.331
O (7.394, -2.017, -0.185)  -0.011
H (4.463, 0.173, 1.937)  0.089
H (4.170, 0.060, 0.144)  0.069
H (5.237, 1.328, 0.942)  0.083
H (7.921, -0.938, 1.962)  0.090
H (7.192, 0.560, 2.302)  0.079
H (6.421, -0.805, 2.951)  0.092
H (5.741, -1.122, -1.000)  0.127
C (-1.142, -1.008, -6.274)  -0.047
N (-0.329, -0.844, -5.049)  -0.155
C (0.380, 0.363, -4.735)  -0.057
C (-0.225, -2.010, -4.317)  -0.335
O (0.376, -2.251, -3.315)  0.031
H (-0.652, -0.608, -7.162)  0.085
H (-2.093, -0.478, -6.224)  0.084
H (-1.358, -2.062, -6.447)  0.077
H (1.084, 0.659, -5.513)  0.084
H (-0.237, 1.239, -4.533)  0.091
H (0.896, 0.286, -3.778)  0.057
H (-0.749, -2.833, -4.828)  0.127
C (-1.801, 0.835, 3.399)  -0.077
N (-0.577, 0.281, 3.919)  -0.168
C (0.201, 1.300, 4.610)  -0.029
C (-0.184, -0.957, 3.594)  -0.338
O (0.927, -1.411, 3.803)  0.005
H (-2.461, 1.155, 4.206)  0.083
H (-2.333, 0.097, 2.799)  0.080
H (-1.617, 1.725, 2.798)  0.056
H (1.179, 0.886, 4.856)  0.092
H (0.342, 2.142, 3.933)  0.064
H (-0.372, 1.641, 5.473)  0.096
H (-0.991, -1.511, 3.090)  0.125
C (-5.403, -1.910, -0.700)  -0.169
C (-6.593, -2.804, -0.566)  -0.162
C (-6.087, -4.208, -0.979)  -0.228
O (-4.795, -4.205, -0.510)  -0.140
C (-4.251, -2.892, -0.810)  -0.190
H (-5.222, -1.333, 0.207)  0.100
H (-5.411, -1.230, -1.551)  0.114
H (-7.401, -2.431, -1.195)  0.105
H (-7.033, -2.879, 0.428)  0.110
H (-6.168, -4.439, -2.041)  0.116
H (-6.604, -4.984, -0.415)  0.121
H (-3.699, -2.795, -1.745)  0.109
H (-3.491, -2.736, -0.043)  0.072
C (-3.774, -4.941, 2.533)  -0.168
C (-2.684, -5.517, 3.445)  -0.163
C (-2.619, -4.376, 4.445)  -0.181
O (-3.041, -3.192, 3.739)  -0.144
C (-3.509, -3.443, 2.468)  -0.238
H (-4.738, -5.143, 3.000)  0.115
H (-3.727, -5.357, 1.527)  0.102
H (-1.757, -5.546, 2.873)  0.107
H (-2.769, -6.545, 3.797)  0.113
H (-1.572, -4.254, 4.720)  0.121
H (-3.308, -4.643, 5.246)  0.117
H (-2.698, -3.302, 1.754)  0.106
H (-4.392, -2.869, 2.188)  0.123
C (-5.961, 1.821, 3.054)  -0.152
C (-5.736, 2.155, 1.557)  -0.166
C (-4.266, 2.314, 1.464)  -0.189
O (-3.885, 2.910, 2.743)  -0.157
C (-4.890, 2.646, 3.715)  -0.222
H (-5.805, 0.770, 3.299)  0.112
H (-6.946, 2.159, 3.375)  0.111
H (-6.269, 3.088, 1.372)  0.113
H (-6.185, 1.444, 0.862)  0.110
H (-3.816, 2.824, 0.612)  0.122
H (-3.846, 1.316, 1.337)  0.096
H (-5.297, 3.545, 4.179)  0.120
H (-4.514, 1.976, 4.488)  0.102
C (2.916, 3.847, 4.024)  -0.156
C (4.434, 4.075, 4.229)  -0.154
C (5.021, 3.507, 2.964)  -0.194
O (3.976, 2.667, 2.434)  -0.157
C (2.788, 3.396, 2.581)  -0.209
H (2.348, 4.750, 4.246)  0.105
H (2.539, 3.111, 4.734)  0.095
H (4.787, 3.452, 5.052)  0.107
H (4.645, 5.115, 4.478)  0.110
H (5.883, 2.960, 3.345)  0.113
H (5.445, 4.231, 2.268)  0.123
H (1.862, 2.843, 2.430)  0.096
H (2.851, 4.212, 1.861)  0.111
C (-1.370, -5.846, -2.954)  -0.184
C (-1.508, -7.112, -2.164)  -0.178
C (-0.511, -6.957, -1.010)  -0.194
O (-0.799, -5.608, -0.671)  -0.153
C (-0.978, -4.857, -1.901)  -0.195
H (-2.357, -5.613, -3.351)  0.107
H (-0.691, -5.904, -3.805)  0.113
H (-1.299, -8.018, -2.732)  0.111
H (-2.485, -7.185, -1.685)  0.118
H (0.554, -7.030, -1.231)  0.121
H (-0.835, -7.651, -0.234)  0.119
H (-0.012, -4.431, -2.170)  0.097
H (-1.601, -3.972, -1.773)  0.097
C (2.278, 3.673, -2.499)  -0.179
C (3.209, 2.919, -3.410)  -0.167
C (4.314, 2.373, -2.488)  -0.195
O (4.397, 3.423, -1.544)  -0.136
C (3.156, 4.112, -1.344)  -0.168
H (1.386, 3.094, -2.259)  0.090
H (1.804, 4.477, -3.063)  0.109
H (3.622, 3.637, -4.118)  0.117
H (2.681, 2.188, -4.022)  0.088
H (5.237, 2.145, -3.023)  0.114
H (4.158, 1.404, -2.013)  0.092
H (3.355, 5.173, -1.190)  0.126
H (2.652, 3.687, -0.476)  0.096
C (4.077, -0.697, -6.025)  -0.170
C (3.483, -1.853, -5.188)  -0.135
C (3.472, -1.381, -3.731)  -0.210
O (4.445, -0.359, -3.691)  -0.173
C (4.806, 0.169, -5.030)  -0.151
H (3.283, -0.119, -6.497)  0.090
H (4.691, -1.014, -6.868)  0.110
H (4.192, -2.679, -5.245)  0.111
H (2.551, -2.254, -5.586)  0.102
H (3.511, -2.229, -3.046)  0.124
H (2.630, -0.800, -3.357)  0.073
H (5.868, -0.016, -5.195)  0.123
H (4.450, 1.187, -5.191)  0.102
C (-1.807, 5.591, 1.565)  -0.203
C (-0.965, 6.755, 1.894)  -0.161
C (0.263, 6.561, 1.040)  -0.240
O (0.372, 5.211, 0.764)  -0.121
C (-0.899, 4.579, 1.016)  -0.203
H (-2.551, 5.892, 0.827)  0.122
H (-2.343, 5.198, 2.428)  0.114
H (-0.655, 6.694, 2.937)  0.120
H (-1.483, 7.686, 1.661)  0.121
H (1.128, 6.874, 1.626)  0.114
H (0.388, 7.157, 0.136)  0.119
H (-0.916, 3.819, 1.797)  0.106
H (-1.264, 4.182, 0.068)  0.117